The following is a DFT calculation (ωB97M-V/def2-TZVPD) of a 13-piece molecular cluster, C44H61Cl8F27O18 overall.

Cartesian coordinates (Å):
C1 -0.51 4.11 -6.89
C2 -1.25 3.69 -5.63
O1 -1.16 2.27 -5.53
C3 -0.24 1.65 -4.76
O2 0.44 2.24 -3.97
C4 -0.26 0.15 -4.98
F1 -0.93 -0.40 -3.97
F2 -0.82 -0.20 -6.14
F3 0.99 -0.30 -5.01
H1 0.49 3.69 -6.88
H2 -0.54 5.18 -7.12
H3 -0.95 3.59 -7.75
H4 -2.31 3.92 -5.67
H5 -0.83 4.17 -4.75
C5 2.51 0.24 6.81
C6 1.89 -0.30 5.53
O3 1.47 0.69 4.62
C7 0.19 1.03 4.53
O4 -0.68 0.50 5.16
C8 -0.08 2.06 3.41
F4 -1.13 1.65 2.69
F5 -0.41 3.23 3.96
F6 0.99 2.19 2.65
H6 3.13 1.12 6.61
H7 3.25 -0.46 7.18
H8 1.78 0.49 7.58
H9 1.09 -1.02 5.66
H10 2.60 -0.90 4.97
C9 -7.37 -1.38 -4.15
C10 -6.79 -1.70 -2.77
O5 -5.87 -0.74 -2.31
C11 -4.62 -0.83 -2.83
O6 -4.25 -1.65 -3.61
C12 -3.71 0.34 -2.38
F7 -4.35 1.17 -1.56
F8 -2.62 -0.17 -1.81
F9 -3.35 0.97 -3.49
H11 -7.90 -2.26 -4.50
H12 -6.55 -1.22 -4.85
H13 -8.02 -0.51 -4.17
H14 -6.40 -2.72 -2.78
H15 -7.66 -1.71 -2.10
C13 -3.19 4.50 -1.83
C14 -2.89 5.72 -1.00
O7 -1.49 5.95 -0.92
C15 -0.81 5.38 0.07
O8 -1.26 4.68 0.93
C16 0.70 5.77 0.05
F10 0.86 6.59 1.09
F11 1.40 4.64 0.19
F12 1.00 6.37 -1.07
H16 -4.24 4.22 -1.74
H17 -2.71 3.57 -1.51
H18 -2.98 4.76 -2.87
H19 -3.31 5.71 0.01
H20 -3.26 6.56 -1.59
C17 1.63 1.31 -0.86
C18 1.55 -0.20 -0.89
O9 0.37 -0.72 -0.31
C19 0.37 -1.24 0.92
O10 1.35 -1.47 1.57
C20 -1.02 -1.76 1.36
F13 -0.88 -3.04 1.80
F14 -1.56 -1.09 2.38
F15 -1.90 -1.82 0.37
H21 0.74 1.72 -1.33
H22 2.50 1.55 -1.46
H23 1.73 1.71 0.15
H24 2.48 -0.51 -0.41
H25 1.54 -0.50 -1.94
C21 -3.85 -5.79 2.78
C22 -3.21 -5.40 1.46
O11 -4.17 -5.07 0.46
C23 -4.11 -5.63 -0.74
O12 -3.26 -6.39 -1.09
C24 -5.35 -5.32 -1.57
F16 -6.03 -6.45 -1.74
F17 -6.15 -4.43 -0.98
F18 -4.99 -4.81 -2.75
H26 -4.00 -4.96 3.46
H27 -3.17 -6.51 3.24
H28 -4.78 -6.36 2.72
H29 -2.61 -6.25 1.13
H30 -2.36 -4.74 1.60
C25 -4.10 2.47 1.86
C26 -5.48 1.95 1.57
O13 -5.68 0.70 2.23
C27 -5.23 -0.40 1.63
O14 -4.51 -0.41 0.67
C28 -5.45 -1.67 2.48
F19 -6.21 -1.43 3.55
F20 -6.13 -2.50 1.66
F21 -4.32 -2.22 2.85
H31 -4.10 3.50 1.48
H32 -3.33 1.92 1.31
H33 -3.82 2.54 2.90
H34 -5.75 1.88 0.52
H35 -6.26 2.63 1.95
C29 3.74 -3.05 -1.17
C30 2.87 -3.17 -2.39
O15 3.83 -3.11 -3.47
C31 3.37 -3.52 -4.65
O16 2.23 -3.79 -4.88
C32 4.44 -3.41 -5.76
F22 4.98 -4.63 -5.87
F23 3.90 -3.11 -6.94
F24 5.37 -2.51 -5.46
H36 3.15 -3.13 -0.26
H37 4.39 -2.18 -1.13
H38 4.44 -3.89 -1.08
H39 2.10 -2.40 -2.39
H40 2.26 -4.08 -2.37
C33 5.69 4.03 1.04
C34 4.29 4.38 0.56
O17 4.38 5.59 -0.18
C35 4.26 6.81 0.41
O18 4.13 6.95 1.59
C36 4.18 7.94 -0.61
F25 4.33 7.56 -1.87
F26 2.97 8.52 -0.51
F27 5.07 8.88 -0.29
H41 6.06 4.79 1.73
H42 6.32 3.97 0.15
H43 5.75 3.05 1.52
H44 3.59 4.55 1.37
H45 4.00 3.59 -0.13
Cl1 -3.83 -2.70 5.81
C37 -2.04 -2.61 5.68
C38 -1.44 -3.90 6.26
Cl2 0.34 -3.69 6.26
H46 -1.78 -1.76 6.30
H47 -1.85 -2.48 4.62
H48 -1.77 -4.82 5.79
H49 -1.48 -3.97 7.35
Cl3 4.46 0.06 -2.73
C39 6.20 0.07 -2.40
C40 6.94 1.10 -3.28
Cl4 8.68 0.91 -3.09
H50 6.59 -0.92 -2.57
H51 6.36 0.33 -1.35
H52 6.68 2.11 -2.96
H53 6.68 0.96 -4.33
Cl5 4.04 1.06 1.80
C41 4.98 0.19 3.06
C42 4.73 -1.31 3.05
Cl6 5.48 -2.12 1.66
H54 4.66 0.61 4.01
H55 6.01 0.51 2.90
H56 3.65 -1.44 2.99
H57 5.09 -1.85 3.93
Cl7 0.38 -5.40 3.06
C43 1.79 -4.49 2.52
C44 3.05 -5.35 2.44
Cl8 2.94 -6.65 1.21
H58 1.96 -3.64 3.18
H59 1.58 -4.08 1.54
H60 3.40 -5.82 3.36
H61 3.87 -4.67 2.17

Kohn-Sham gap = 10.809 eV
Largest force on an atom = 2.87 eV/A
HOMO level = -10.69 eV
Multiplicity = 1
Energy relative to the best compared isomer or geometry (same formula, charge and spin) = 0.000 eV
E_LUMO = 0.12 eV
Energy = -257026.951 eV

Here are the Löwdin charges for atoms 1 to 99, given in e: -0.0503 -0.2125 0.0066 -0.3665 0.1621 -0.5549 0.1746 0.1828 0.1758 0.0828 0.0806 0.0807 0.1246 0.1158 -0.0375 -0.2187 0.0225 -0.3655 0.1535 -0.5527 0.1558 0.1811 0.1669 0.0799 0.0796 0.0821 0.0766 0.1054 -0.0553 -0.2209 0.0277 -0.3618 0.1818 -0.5594 0.1568 0.1626 0.1796 0.0833 0.0752 0.0764 0.0977 0.1271 -0.0536 -0.2037 0.0294 -0.3748 0.1629 -0.5498 0.1841 0.1628 0.1961 0.0827 0.0759 0.0738 0.1217 0.1274 -0.0712 -0.2423 0.0545 -0.3452 0.1315 -0.5092 0.0924 0.1664 0.1816 0.0751 0.0441 0.0424 0.0896 0.1014 -0.0460 -0.2079 0.0453 -0.3803 0.1697 -0.5494 0.1785 0.1667 0.1680 0.0506 0.0759 0.0843 0.1164 0.0928 -0.0526 -0.1970 0.0392 -0.3647 0.1545 -0.5557 0.1651 0.1557 0.1515 0.0746 0.0700 0.0893 0.1198 0.1257 -0.1065

The following is a DFT calculation (ωB97M-V/def2-TZVPD) of C8H4Cl3EuGaNO3 as an isolated structure.

Cartesian coordinates (Å):
Ga1 -2.58 -1.33 -2.31
Eu1 -0.97 0.62 -0.32
Cl1 -0.03 -1.26 -2.07
Cl2 -3.04 -1.57 0.18
C1 -2.45 1.74 1.38
C2 -2.16 -1.14 -4.12
C3 -4.41 -1.50 -2.55
O1 -3.05 2.35 2.12
O2 -2.00 -1.03 -5.27
O3 -5.54 -1.60 -2.80
Cl3 2.61 -0.50 4.19
C4 2.39 0.02 2.59
C5 3.48 0.44 1.82
C6 3.26 0.87 0.52
C7 1.97 0.87 0.02
N1 0.98 0.46 0.82
C8 1.10 0.02 2.08
H1 4.47 0.44 2.26
H2 4.06 1.21 -0.13
H3 1.70 1.18 -1.01
H4 0.21 -0.30 2.60

Total charge = +4
Kohn-Sham gap (alpha / beta) = 5.357 / 5.388 eV
Largest force on an atom = 11.63 eV/A
HOMO level (alpha / beta) = -22.49 / -23.33 eV
Multiplicity = 7
E_LUMO (alpha / beta) = -17.14 / -17.94 eV
Energy = -125213.372 eV
Expectation value of S² = 12.0310

What are the natural (NBO) partial charges on each atom? They are as follows, in elementary charge units: 1.1840 1.5757 -0.4062 -0.3450 0.3982 0.4378 0.4380 -0.2371 -0.1046 -0.0925 0.5869 -0.0395 -0.0424 -0.1750 0.1556 -0.6255 0.1527 0.3178 0.3112 0.2431 0.2667

The following is a DFT calculation (ωB97M-V/def2-TZVPD) of a 2-piece molecular cluster, C8H7Cl2P overall.

Cartesian coordinates (Å):
C1 2.38 -0.50 -0.19
C2 2.33 0.88 -0.37
C3 1.21 -1.36 -0.34
C4 1.12 1.46 -0.54
C5 0.02 -0.74 -0.66
C6 -0.11 0.68 -0.68
C7 -2.53 -0.51 0.95
C8 -2.84 0.42 -0.02
P1 -1.66 1.54 -0.91
Cl1 -4.51 0.88 -0.31
Cl2 1.14 -0.23 2.59
H1 3.37 -0.91 0.12
H2 3.36 1.29 -0.37
H3 1.26 -2.40 -0.46
H4 1.06 2.48 -0.89
H5 -0.91 -1.45 -0.83
H6 -3.22 -1.01 1.62
H7 -1.47 -0.53 1.31

Kohn-Sham gap (alpha / beta) = 7.795 / 4.388 eV
Largest force on an atom = 3.30 eV/A
HOMO level (alpha / beta) = -9.62 / -7.88 eV
Multiplicity = 1
Energy relative to the best compared isomer or geometry (same formula, charge and spin) = 2.951 eV
E_LUMO (alpha / beta) = -1.82 / -3.49 eV
Energy = -42739.092 eV

What are the natural (NBO) partial charges on each atom? They are as follows, in elementary charge units: -0.1202 -0.2297 -0.2025 -0.1570 -0.2002 -0.3913 -0.3732 -0.4012 0.7287 -0.0009 -0.2643 0.2271 0.2354 0.2262 0.2206 0.2397 0.2228 0.2401

The following is a DFT calculation (ωB97M-V/def2-TZVPD) of C6H6BrNO in the gas phase.

Cartesian coordinates (Å):
C1 -0.90 -0.71 1.16
C2 -0.64 0.65 1.01
C3 -0.61 -1.62 0.26
C4 0.12 1.10 0.01
C5 0.45 2.41 -0.39
C6 0.02 -1.24 -1.04
N1 1.21 -0.30 -0.90
O1 -0.27 3.39 -0.31
Br1 2.49 -1.10 0.25
H1 -1.28 -1.17 2.16
H2 -0.98 1.44 1.67
H3 -0.92 -2.65 0.39
H4 1.44 2.51 -0.91
H5 0.35 -2.18 -1.58
H6 -0.47 -0.53 -1.78

Kohn-Sham gap = 8.342 eV
Largest force on an atom = 5.49 eV/A
HOMO level = -9.40 eV
Multiplicity = 1
Energy relative to the best compared isomer or geometry (same formula, charge and spin) = 4.086 eV
E_LUMO = -1.05 eV
Energy = -79894.251 eV

What are the natural (NBO) partial charges on each atom? They are as follows, in elementary charge units: -0.2337 -0.2157 -0.1326 0.1141 0.3265 -0.3272 -0.4754 -0.4991 0.1355 0.2285 0.2548 0.2230 0.1350 0.2141 0.2523

The following is a DFT calculation (ωB97M-V/def2-TZVPD) of C5H7NOS in the gas phase.

Cartesian coordinates (Å):
O1 2.45 1.99 -0.84
C1 1.43 1.61 -0.32
C2 1.22 0.30 0.43
C3 0.82 0.36 1.86
C4 -0.52 -0.39 1.49
N1 -0.05 -0.26 0.13
C5 -0.66 -0.76 -0.95
S1 -2.21 -1.34 -0.96
H1 0.41 2.10 -0.51
H2 1.97 -0.39 0.20
H3 0.57 1.38 2.20
H4 1.49 -0.19 2.58
H5 -0.53 -1.45 1.74
H6 -1.39 0.11 1.84
H7 -0.09 -0.78 -1.86

Kohn-Sham gap = 8.923 eV
Largest force on an atom = 2.73 eV/A
HOMO level = -8.58 eV
Multiplicity = 1
Energy relative to the best compared isomer or geometry (same formula, charge and spin) = 2.121 eV
E_LUMO = 0.34 eV
Structure (SMILES) = O=C[C@H]1CCN1C=S
Energy = -19669.482 eV

What are the natural (NBO) partial charges on each atom? They are as follows, in elementary charge units: -0.4839 0.4391 -0.1617 -0.4000 -0.1988 -0.3819 -0.0487 -0.1579 0.1093 0.2154 0.2189 0.2314 0.2047 0.2155 0.1986

The following is a DFT calculation (ωB97M-V/def2-TZVPD) of C20H31N5O4 in the gas phase.

Cartesian coordinates (Å):
C1 1.07 2.61 -1.69
C2 1.88 1.33 -1.89
C3 1.09 0.09 -1.48
C4 3.26 1.39 -1.20
N1 3.30 0.93 0.16
N2 2.55 1.57 1.15
C5 2.50 0.70 2.23
C6 1.90 1.15 3.53
C7 1.37 -0.07 4.25
O1 2.05 -0.70 5.04
N3 0.12 -0.46 3.89
C8 -0.64 -0.15 2.67
C9 -1.03 -1.64 2.56
C10 -0.35 -2.40 1.43
N4 -1.12 -2.59 0.20
C11 -0.86 -3.82 -0.53
C12 -1.73 -1.52 -0.38
O2 -1.81 -0.45 0.20
C13 -2.30 -1.75 -1.77
C14 -2.85 -0.59 -2.59
O3 -3.20 -0.81 -3.74
N5 -2.93 0.62 -2.01
C15 -3.46 1.75 -2.71
C16 -2.90 3.09 -2.38
C17 -2.58 2.45 -3.70
C18 -0.33 -1.86 3.92
C19 3.01 -0.50 1.89
C20 3.49 -0.40 0.52
O4 3.95 -1.25 -0.24
H1 0.80 2.74 -0.64
H2 1.64 3.49 -2.01
H3 0.15 2.58 -2.28
H4 2.10 1.25 -2.96
H5 0.80 0.15 -0.43
H6 0.17 0.03 -2.07
H7 1.67 -0.82 -1.63
H8 3.96 0.74 -1.72
H9 3.66 2.41 -1.25
H10 2.88 2.51 1.35
H11 2.65 1.61 4.16
H12 1.11 1.88 3.33
H13 -1.47 0.53 2.85
H14 -0.04 0.23 1.84
H15 -2.10 -1.83 2.56
H16 0.62 -1.94 1.20
H17 -0.13 -3.41 1.79
H18 -1.72 -4.11 -1.14
H19 0.02 -3.74 -1.17
H20 -0.69 -4.62 0.19
H21 -1.55 -2.22 -2.41
H22 -3.11 -2.48 -1.70
H23 -2.64 0.69 -1.04
H24 -4.51 1.68 -2.96
H25 -3.57 3.94 -2.36
H26 -2.11 3.13 -1.63
H27 -1.59 2.04 -3.83
H28 -3.04 2.85 -4.59
H29 0.51 -2.56 3.93
H30 -0.99 -2.09 4.76
H31 3.06 -1.38 2.50

Kohn-Sham gap = 9.248 eV
Largest force on an atom = 0.21 eV/A
HOMO level = -8.71 eV
Multiplicity = 1
Energy relative to the best compared isomer or geometry (same formula, charge and spin) = 1.353 eV
E_LUMO = 0.54 eV
Structure (SMILES) = CC(C)Cn1[nH]c(CC(=O)N2CC(CN(C)C(=O)CC(=O)NC3CC3)C2)cc1=O
Energy = -36883.273 eV

What are the natural (NBO) partial charges on each atom? They are as follows, in elementary charge units: -0.6091 -0.2319 -0.6129 -0.2216 -0.2748 -0.4141 0.2352 -0.5398 0.6943 -0.6131 -0.4357 -0.1971 -0.2373 -0.2018 -0.4283 -0.4099 0.7104 -0.6706 -0.6027 0.6835 -0.6291 -0.6258 -0.0596 -0.4263 -0.4102 -0.2015 -0.4066 0.6215 -0.6462 0.2052 0.2054 0.2112 0.2049 0.2017 0.2082 0.2266 0.2464 0.1959 0.3864 0.2560 0.2326 0.2073 0.2132 0.2230 0.2081 0.2051 0.2145 0.2025 0.2116 0.2545 0.2569 0.4402 0.2102 0.2195 0.2155 0.2169 0.2207 0.2055 0.2051 0.2505

> Which value of multiplicity does entry 1 give?

1

> What is the formula in the second record?

C8H4Cl3EuGaNO3